{
  "formula": "C22H25ClN2",
  "method": "ωB97M-V/def2-TZVPD",
  "e_lumo_ev": 0.0,
  "total_charge": 0,
  "smiles": "CCCN(CCC)c1c(C)nc(-c2ccc(Cl)cc2)c2ccccc12",
  "homo_energy_ev": -7.872,
  "species": ["Cl", "N", "N", "C", "C", "C", "C", "C", "C", "C", "C", "C", "C", "C", "C", "C", "C", "C", "C", "C", "C", "C", "C", "C", "C", "H", "H", "H", "H", "H", "H", "H", "H", "H", "H", "H", "H", "H", "H", "H", "H", "H", "H", "H", "H", "H", "H", "H", "H", "H"],
  "xyz": [[-4.86691, -0.08777, 6.65973], [0.41990, -0.26599, -1.98623], [-1.83110, -1.00734, 0.88221], [1.22999, 2.50162, 2.24359], [-1.32116, -1.00131, -0.35508], [-3.47763, 1.10729, 4.68096], [3.76063, -2.22942, -1.66751], [1.24302, 1.72937, -0.04490], [-3.18397, -1.31497, 4.87497], [-0.32106, 0.76884, 1.54396], [1.43149, -1.36978, -2.14508], [-3.76668, -0.11383, 5.29401], [0.24934, 0.78950, 0.24552], [0.22092, 1.62303, 2.55063], [-1.37405, -0.11758, 1.78828], [2.65752, -1.23172, -1.22493], [2.02369, 1.00237, -4.29029], [-2.40509, -1.32446, 3.74476], [-2.13150, -0.13572, 3.03683], [-2.63971, 1.05631, 3.54312], [-0.21125, -0.14253, -0.73677], [-1.94279, -1.94744, -1.32660], [0.68075, 1.47779, -3.77390], [1.69021, 2.59528, 0.94006], [-0.18946, 0.37283, -3.16068], [2.33215, 3.35630, 0.60710], [2.45049, 1.77805, -4.94656], [0.17970, 1.85580, -4.66084], [4.01939, -2.04437, -2.71662], [0.90917, -2.32372, -1.94847], [-1.64827, -2.94405, -0.96231], [-4.00037, 2.01249, 5.04373], [1.61832, 1.78812, -1.05213], [-2.46808, 2.05100, 3.08012], [-1.96809, -2.27637, 3.38564], [-0.11729, 1.59282, 3.54333], [0.83959, 2.31765, -3.09074], [-0.30346, -0.42853, -3.89671], [1.88306, 0.08640, -4.86937], [-1.55321, -1.79738, -2.37287], [-1.19458, 0.71159, -2.92939], [2.66846, 0.81667, -3.41914], [2.38413, -1.47489, -0.19592], [-3.06064, -1.83291, -1.29397], [4.66261, -2.09649, -1.02879], [3.04751, -0.21388, -1.30586], [-3.41947, -2.19463, 5.49577], [1.76014, -1.40960, -3.18999], [3.41668, -3.26446, -1.59763], [1.61696, 3.20002, 3.00498]],
  "forces_ev_per_a": [[0.24, -0.20, -0.20], [0.77, 0.19, -0.22], [0.33, 1.24, 0.74], [-0.51, 0.41, 1.16], [2.28, 1.76, -0.78], [-0.19, -0.99, -0.37], [0.02, 0.58, 0.36], [0.52, 0.90, 0.85], [-0.92, 0.13, 1.02], [0.43, 0.51, 0.18], [-1.13, 0.57, 0.36], [0.24, 0.71, 0.04], [-0.45, -1.01, -0.44], [0.87, 0.25, -1.23], [-0.78, -1.75, -1.22], [0.10, -0.83, -0.76], [0.15, 0.12, 0.40], [0.72, -0.45, -0.79], [-0.38, 0.20, 1.35], [-0.82, 1.45, 0.70], [-1.85, -1.34, 1.30], [-0.14, -0.13, -0.62], [-0.41, 0.04, -0.38], [-0.71, -1.24, -1.81], [1.09, -0.74, 0.11], [1.06, 0.91, 0.04], [0.10, -0.37, 0.35], [-0.54, 0.28, 0.02], [0.15, -0.02, 0.19], [0.30, 0.02, 0.02], [-0.44, 0.02, -0.42], [0.69, -0.54, -0.41], [0.10, 0.02, -0.11], [0.11, -1.02, -0.05], [-0.35, 0.73, 0.20], [-0.58, -0.21, 1.07], [-0.26, -0.09, 0.04], [-0.14, 0.10, -0.42], [0.25, 0.03, -0.01], [-0.48, -0.20, 1.13], [-0.05, 0.19, 0.24], [0.21, -0.10, -0.53], [-0.04, 0.40, 0.03], [1.09, -0.27, -0.08], [-0.54, -0.21, -0.52], [-0.10, -0.06, 0.25], [0.32, 0.29, -0.69], [-0.16, 0.21, 0.21], [0.05, 0.07, 0.10], [-0.23, -0.55, -0.38]],
  "lowdin_charge": [0.6356, -0.1330, 0.1695, -0.0771, -0.2473, -0.0948, -0.1090, -0.0136, -0.1066, -0.0915, -0.1614, -0.6591, -0.0882, -0.0142, -0.1806, -0.2346, -0.1142, -0.0196, -0.1800, -0.0368, -0.1313, -0.0349, -0.2470, -0.0673, -0.1800, 0.0897, 0.0792, 0.1000, 0.0671, 0.1178, 0.0847, 0.1111, 0.0925, 0.1311, 0.1275, 0.0941, 0.0987, 0.1111, 0.0719, 0.0790, 0.1221, 0.0641, 0.1084, 0.0974, 0.0785, 0.0927, 0.1121, 0.1018, 0.0688, 0.1157]
}

***

{
  "formula": "C8H10O6PPd",
  "method": "ωB97M-V/def2-TZVPD",
  "spin_multiplicity": 5,
  "e_lumo_ev": [-11.3, -18.8],
  "s2": 6.0253,
  "total_charge": 3,
  "homo_energy_ev": [-19.731, -22.051],
  "species": ["Pd", "P", "O", "O", "O", "O", "O", "O", "C", "C", "C", "C", "C", "C", "C", "C", "H", "H", "H", "H", "H", "H", "H", "H", "H", "H"],
  "xyz": [[0.29316, 1.73588, -1.03402], [0.00175, -1.83948, 0.93765], [1.13556, -0.70088, -2.93156], [0.51387, 6.68829, -2.65026], [0.89488, -0.96421, 0.08741], [-0.52999, 4.30977, 0.59282], [3.24952, 1.91189, 0.08570], [-2.63642, 1.52376, -2.23870], [-1.49494, -2.22047, 0.01309], [2.21786, 1.95777, -0.40433], [0.88777, 0.13554, -2.20130], [0.68262, -3.46816, 1.32684], [-0.36793, -1.10081, 2.52481], [-0.25013, 3.36022, 0.01186], [-1.56747, 1.62310, -1.83185], [0.43480, 5.62437, -2.24487], [0.66810, 2.69592, -2.31203], [-2.03317, -3.04318, 0.48601], [0.12288, -4.01960, 2.10982], [-1.35241, -0.62867, 2.55179], [-1.20560, -2.53594, -0.99094], [-0.33273, -1.90739, 3.26366], [-2.12753, -1.33697, -0.03550], [0.66778, -4.09306, 0.42179], [0.41466, -0.37151, 2.77614], [1.71309, -3.33618, 1.68597]],
  "forces_ev_per_a": [[0.03, 0.01, 0.01], [-1.16, -3.37, 3.76], [-0.59, 2.21, 1.85], [-0.27, -3.55, 1.36], [0.97, 1.29, -1.44], [0.95, -3.02, -2.06], [-3.14, 0.29, -1.70], [3.82, 0.51, 1.27], [-0.62, 0.53, -1.37], [5.22, -0.39, 2.76], [1.04, -3.48, -3.04], [0.57, -0.43, -0.45], [-0.01, 0.69, 0.08], [-1.69, 4.38, 3.79], [-5.99, -1.02, -1.83], [0.35, 3.51, -1.57], [0.46, 1.15, -1.49], [0.29, -0.04, 0.45], [-0.05, 0.69, -0.36], [0.10, 0.04, 0.01], [-0.04, -0.03, -0.01], [-0.04, 0.06, -0.09], [-0.07, 0.05, -0.01], [0.24, 0.17, 0.19], [-0.22, -0.15, 0.03], [-0.15, -0.10, -0.16]],
  "lowdin_charge": [0.6002, 0.6957, 0.2477, 0.3315, -0.1611, 0.2144, 0.2419, 0.2333, -0.0750, -0.0753, -0.1030, -0.1199, -0.1138, -0.1171, -0.0820, 0.3750, 0.0937, 0.1123, 0.1066, 0.0817, 0.0884, 0.0901, 0.0716, 0.0887, 0.0828, 0.0914]
}